# C30H28FN2O4PdS6

A structure of composition C30H28FN2O4PdS6 (ωB97M-V/def2-TZVPD, OMol25).

Its charge is -1. As for the HOMO energy: -0.187 Ha. As for the energy relative to the best compared isomer or geometry (same formula, charge and spin): 0.291 eV. The calculation puts the total energy at -113947.1931 eV. The value obtained for the LUMO energy is 2.082 eV.

```
72
Properties=species:S:1:pos:R:3:mulliken_charge:R:1
Pd -1.5308 0.2669 -0.6053 0.4499
C 3.9762 5.1821 -1.2058 -1.5166
C 3.2465 4.4109 -0.1107 -0.3575
C 4.1668 3.9169 0.9987 -0.6403
C 5.1438 2.8794 0.4629 -1.2958
C 4.4038 1.7882 -0.2669 1.1705
C 4.9451 0.5255 -0.3901 -0.7842
C 4.2364 -0.4774 -1.0364 0.2313
F 4.8090 -1.7023 -1.1241 -0.3936
C 2.9947 -0.2657 -1.5618 -1.0834
C 2.4279 1.0052 -1.4557 0.3878
C 1.0562 1.2034 -1.9851 1.2539
O 0.4951 0.3043 -2.6072 -0.8159
C 0.4788 2.5005 -1.6926 -0.1039
C 1.2518 3.4495 -1.1129 -0.1667
N 2.5221 3.2729 -0.6802 0.3793
C 3.1262 2.0295 -0.8079 -0.3775
C -0.9734 2.8934 -1.9031 0.0231
O -1.2074 4.0153 -2.3377 -0.7419
O -1.8833 2.0444 -1.5721 -0.6488
H 4.5196 6.0285 -0.7811 0.4010
H 3.2632 5.5605 -1.9387 0.4026
H 4.6853 4.5419 -1.7321 0.3529
H 2.4880 5.0590 0.3318 0.5735
H 3.5526 3.4695 1.7839 -0.0300
H 4.6970 4.7668 1.4319 0.4682
H 5.7232 2.4428 1.2784 0.4573
H 5.8653 3.3582 -0.2063 0.3782
H 5.9165 0.2998 0.0330 0.5224
H 2.4224 -1.0549 -2.0274 0.5470
H 0.8322 4.4337 -0.9430 0.4532
C 2.3569 1.4811 3.6504 -0.5247
S 1.8992 -0.2526 3.4196 -0.0648
C 0.1534 -0.1175 3.4163 0.1692
C -0.5933 0.4773 2.4584 -0.1026
S -0.0350 1.2797 1.0308 -0.3240
S -2.3227 0.4096 2.7491 -0.0168
C -2.3150 -0.5334 4.1953 0.1109
S -3.6829 -1.0673 4.9501 -0.2718
S -0.7149 -0.8510 4.7504 -0.1781
H 3.4469 1.5143 3.6370 0.2907
H 1.9940 1.8617 4.6035 0.4098
H 1.9617 2.0737 2.8260 -0.0632
C -3.2679 -0.2435 -1.6187 -1.8811
C -4.0163 -1.4977 -1.4276 1.2137
C -4.6708 -1.7753 -0.2180 -0.5549
C -5.4116 -2.9265 -0.0390 -0.5934
C -5.5277 -3.8477 -1.0826 0.4687
C -4.8935 -3.5924 -2.2979 -0.8819
C -4.1512 -2.4369 -2.4591 -0.3150
C -6.2939 -5.0491 -0.9119 -0.0151
N -6.9084 -6.0134 -0.7826 -0.5749
H -3.8214 0.5938 -1.1863 0.5540
H -3.0829 -0.0393 -2.6729 0.4638
H -4.5912 -1.0591 0.5930 0.4816
H -5.9062 -3.1169 0.9047 0.4708
H -4.9911 -4.3010 -3.1103 0.4313
H -3.6773 -2.2365 -3.4131 0.4043
O 0.6240 -1.8265 0.3069 -0.6268
S -0.8155 -1.7630 0.0008 1.3330
C -1.0937 -3.0633 -1.2390 -1.2407
C -1.7719 -4.2368 -0.5311 0.2635
C -1.4406 -4.1287 0.9584 -0.9973
C -1.6629 -2.6651 1.3105 -0.1627
H -0.0748 -3.2837 -1.5568 0.5990
H -1.6523 -2.6586 -2.0765 0.2984
H -1.4475 -5.1875 -0.9560 0.4672
H -2.8526 -4.1651 -0.6638 -0.3590
H -0.3986 -4.3948 1.1461 0.2953
H -2.0739 -4.7778 1.5635 0.4246
H -1.2095 -2.3393 2.2457 0.0794
H -2.7178 -2.3923 1.2906 0.0238
```



# C30H28InN2O4P

A structure of composition C30H28InN2O4P at a distorted geometry (ωB97M-V/def2-TZVPD, OMol25).

Its charge is +2. As for the HOMO energy (alpha / beta): -0.536 / -0.536 Ha. The calculation puts the total energy at -57180.0929 eV. The value obtained for the LUMO energy (alpha / beta) is -6.256 / -6.256 eV.

```
66
Properties=species:S:1:pos:R:3:nbo_charge:R:1
In -13.4712 -13.4421 -3.7007 1.6805
O -13.1325 -11.7743 -5.0342 -0.7089
C -14.1278 -11.2492 -5.6255 0.4577
C -15.5238 -11.2255 -5.3366 -0.3212
C -16.3238 -10.4609 -6.2430 -0.0830
C -17.6444 -10.5698 -6.1424 -0.0288
C -18.2723 -11.4155 -5.2063 -0.0601
C -17.5118 -12.1265 -4.3230 -0.3176
C -16.1358 -12.0924 -4.3685 0.5203
O -15.4606 -12.9097 -3.5832 -0.8414
N -18.5087 -9.8974 -7.1488 0.5361
O -17.9453 -9.1582 -7.9370 -0.3590
O -19.6818 -10.1459 -7.1113 -0.3310
H -13.8662 -10.6604 -6.5219 0.1829
H -15.9134 -9.8685 -7.0443 0.2712
H -19.3721 -11.4345 -5.1725 0.2777
H -17.9902 -12.7079 -3.5593 0.2489
C -9.9403 -11.3091 0.1447 -0.5991
C -11.0543 -10.5720 -0.7002 -0.1655
C -10.5071 -9.5416 -1.6668 -0.5940
C -12.0704 -9.9693 0.2582 -0.6041
C -11.7161 -11.6412 -1.4992 0.6252
N -12.3017 -12.4459 -2.0960 -0.6016
H -9.2767 -10.5592 0.6115 0.2485
H -9.2795 -11.9526 -0.5092 0.2262
H -10.3880 -11.9077 0.9808 0.2372
H -9.9544 -8.8297 -1.0628 0.2477
H -11.3124 -9.0279 -2.2211 0.2310
H -9.8347 -10.0132 -2.3930 0.2261
H -11.5736 -9.2957 0.9413 0.2477
H -12.6060 -10.6394 0.8782 0.2323
H -12.7832 -9.3378 -0.2326 0.2287
C -14.5251 -18.0560 -0.7617 -0.1420
C -14.4973 -16.6687 -0.6960 -0.1949
C -13.9136 -15.9422 -1.7032 -0.1292
C -13.2196 -16.6265 -2.7076 -0.4483
C -13.2301 -18.0203 -2.7654 -0.1633
C -13.8865 -18.7327 -1.7763 -0.1684
P -12.4702 -15.6999 -4.0443 1.0156
C -13.0647 -16.2583 -5.6299 -0.3556
C -12.1931 -16.7633 -6.5869 -0.1956
C -12.7218 -16.9972 -7.9127 -0.1724
C -14.0633 -16.7967 -8.1915 -0.1669
C -14.9136 -16.2512 -7.2294 -0.1762
C -14.4098 -15.9412 -5.9541 -0.2356
C -10.6954 -15.6153 -3.9982 -0.3535
C -9.9607 -16.5795 -3.3417 -0.1792
C -8.5752 -16.4924 -3.3155 -0.1877
C -7.9875 -15.4520 -3.9919 -0.1440
C -8.7484 -14.4866 -4.6778 -0.1895
C -10.1054 -14.5720 -4.7087 -0.2169
H -14.9757 -18.6317 -0.0258 0.2364
H -14.9817 -16.2145 0.1397 0.2386
H -13.8687 -14.8132 -1.5523 0.1904
H -12.7493 -18.5311 -3.5614 0.2284
H -13.8863 -19.7676 -1.8048 0.2371
H -11.2187 -17.0763 -6.2529 0.2352
H -12.1028 -17.3390 -8.7367 0.2454
H -14.4232 -17.0157 -9.1746 0.2443
H -15.9834 -16.0747 -7.4742 0.2459
H -15.0761 -15.4947 -5.2063 0.2187
H -10.4778 -17.3969 -2.8816 0.2280
H -7.9960 -17.1164 -2.6786 0.2444
H -6.9423 -15.3718 -3.9889 0.2357
H -8.2246 -13.6556 -5.1444 0.2407
H -10.6909 -13.8955 -5.3252 0.2241
```



# C30H28LiN2O2

A structure of composition C30H28LiN2O2 at a distorted geometry (ωB97M-V/def2-TZVPD, OMol25).

Its charge is +1. As for the HOMO energy: -0.328 Ha. The calculation puts the total energy at -38837.5061 eV. The value obtained for the LUMO energy is -3.554 eV.

```
63
Properties=species:S:1:pos:R:3:nbo_charge:R:1
C 3.7522 -3.0930 3.7689 -0.2612
O 2.8494 -2.6469 2.7300 -0.6030
C 2.9302 -1.3358 2.2699 0.2891
C 2.0544 -1.0105 1.2182 -0.2406
C 1.7121 0.3231 1.0961 -0.0638
C 2.3243 1.2915 1.9307 0.1829
C 3.2933 0.9686 2.8724 -0.2084
C 3.6586 -0.3750 3.0003 -0.2938
N 1.6967 2.5171 1.6987 -0.3348
C 2.0208 3.7684 2.3584 -0.4071
C 0.7353 2.3704 0.7398 0.0572
C 0.6806 1.0207 0.3369 -0.1234
C -0.2372 0.4180 -0.5384 0.0241
C -1.0404 1.1893 -1.4230 -0.2210
C -1.8411 2.3016 -1.1215 0.0353
N -2.4777 2.7306 -2.2540 -0.3201
C -3.3965 3.8538 -2.3208 -0.4039
C -2.1164 1.9187 -3.3280 0.0935
C -1.2064 0.9397 -2.8538 0.0301
C -0.5920 0.0701 -3.7356 -0.3279
C -0.8687 0.2297 -5.1211 0.3268
O -0.1738 -0.4135 -6.0958 -0.4939
C 1.0131 -1.1543 -5.7339 -0.2549
C -1.8530 1.1590 -5.5689 -0.2485
C -2.4597 2.0289 -4.6729 -0.2037
H 3.5777 -4.1667 3.8741 0.1947
H 4.7889 -2.9094 3.4653 0.2077
H 3.5249 -2.5850 4.7149 0.2046
H 1.5983 -1.7698 0.5801 0.2219
H 3.7508 1.7430 3.4834 0.2288
H 4.4190 -0.6789 3.7210 0.2358
H 2.6441 3.5611 3.2311 0.2209
H 2.5634 4.4429 1.6827 0.2198
H 1.0988 4.2712 2.6754 0.2217
H 0.1374 3.2015 0.3839 0.2312
H -0.0748 -0.6312 -0.7841 0.2304
H -1.9808 2.7902 -0.1619 0.2166
H -3.6300 4.0525 -3.3691 0.2243
H -4.3272 3.6330 -1.7786 0.2155
H -2.9377 4.7431 -1.8681 0.2129
H 0.1294 -0.6593 -3.3647 0.2191
H 1.4182 -1.4747 -6.6935 0.2113
H 1.7374 -0.5189 -5.2039 0.1825
H 0.7558 -2.0249 -5.1156 0.1770
H -2.0647 1.1951 -6.6335 0.2377
H -3.1754 2.7768 -5.0035 0.2216
C -2.9047 -2.2885 0.3398 -0.2864
Li 1.3802 -3.8620 2.3940 0.9399
C -2.9207 -0.8850 0.1900 -0.1993
C -1.9587 -0.3240 1.0798 -0.3126
C -1.4369 -1.3784 1.9026 -0.0074
C -1.9847 -2.6253 1.3980 -0.0901
C -1.6180 -3.8268 2.0044 -0.1948
C -0.7730 -3.8062 3.1285 -0.4057
C -0.2451 -2.5844 3.6116 -0.3406
C -0.6021 -1.3714 3.0179 -0.2074
H -3.4782 -3.0213 -0.2246 0.2227
H -3.5313 -0.3267 -0.5149 0.2234
H -1.8372 0.7239 1.3416 0.2107
H -2.0383 -4.7632 1.6275 0.2243
H -0.5767 -4.7315 3.6831 0.2241
H 0.3643 -2.5755 4.5225 0.2185
H -0.2500 -0.4152 3.4101 0.2159
```